The following is a DFT calculation (ωB97M-V with the def2-TZVPD basis set) of 5 unconnected molecules or ions with the total composition C3H14NO4 at a distorted geometry.

Output
energy: -13010.54372 eV
net charge: +1
orbital gap: 0.3909 Eh

```
22
Properties=species:S:1:pos:R:3:forces:R:3:mulliken_charge:R:1
C 0.054224 -2.084804 0.447404 0.582 0.026 -0.843 -0.220
C -0.155796 -2.112042 1.737625 -0.643 0.532 0.757 -0.645
C -1.299549 -0.415245 -0.459775 0.722 0.849 -0.375 -0.252
N -0.137162 -0.908286 -0.403218 0.122 -1.603 1.745 0.144
H 0.390105 -2.885442 -0.205224 -0.017 -0.222 0.457 0.383
H -0.475064 -1.239703 2.299128 0.073 0.247 -0.291 0.293
H -0.136540 -2.983818 2.362838 0.387 -0.533 -0.270 0.271
H -1.561997 0.296459 -1.222773 -0.009 0.132 0.017 0.367
H -1.976067 -0.709780 0.323469 -0.488 -0.329 -0.246 0.291
H 0.742371 -0.675740 -0.873337 -0.611 0.803 -0.845 0.302
H 2.931638 0.785018 -0.412706 0.095 0.065 -0.068 0.337
H 1.787003 1.633545 -0.971951 -0.058 -0.048 0.129 0.327
O 2.332697 0.859229 -1.163136 -0.233 -0.359 0.015 -0.665
H 0.572063 -1.506601 -3.413421 -0.059 -0.328 -0.343 0.326
H -0.568511 -2.593394 -3.342217 0.349 0.202 -0.233 0.311
O -0.282451 -1.726011 -3.030398 -0.210 0.080 0.387 -0.620
H -0.738213 2.246671 -0.661181 0.217 0.125 0.025 0.352
H -0.242925 2.588756 0.744568 0.017 -0.575 0.107 0.359
O -0.156239 1.913537 0.035459 -0.282 0.714 -0.262 -0.640
H 0.421894 3.115684 2.859808 -0.143 0.027 0.144 0.338
H -1.047784 3.564198 2.787088 0.077 -0.038 0.119 0.339
O -0.453698 2.837769 2.561950 0.115 0.234 -0.125 -0.698
```
Positions in Å, forces in eV/Å.